Entry 1:
C8H18I2MnNO2P2 as an isolated structure in a non-equilibrium geometry. Source: the OMol25 dataset; level of theory: wB97M-V/def2-TZVPD.

Positions of all 34 atoms, in Å:
I1 3.72 -0.76 -1.35
I2 -1.36 -1.85 -0.87
Mn1 0.05 -0.22 -0.17
P1 0.47 -1.30 1.73
C1 1.48 -2.81 1.47
C2 1.32 -0.34 2.93
H1 1.46 -0.86 3.86
H2 -0.88 -2.36 3.42
H3 0.75 0.56 3.10
H4 -1.69 -1.00 2.64
H5 2.48 -2.53 1.08
H6 2.29 -0.03 2.55
C3 -1.04 -1.86 2.48
H7 1.60 -3.35 2.42
H8 -1.62 -2.54 1.83
H9 1.00 -3.50 0.73
P2 -0.44 1.18 -1.81
C4 0.23 0.64 -3.44
C5 -2.19 1.32 -2.04
H10 -0.19 3.17 -0.61
H11 -0.11 3.49 -2.35
H12 1.26 2.81 -1.50
C6 0.18 2.81 -1.57
H13 -2.64 1.64 -1.10
H14 -2.46 2.02 -2.82
H15 -0.09 1.33 -4.22
H16 -0.12 -0.39 -3.69
H17 -2.67 0.35 -2.28
H18 1.34 0.62 -3.40
C7 1.27 -1.06 -1.15
O1 1.85 -1.84 -1.88
O2 -2.09 2.64 2.38
C8 -1.49 1.87 1.69
N1 -0.87 1.11 1.01

**Frontier orbital gap (alpha / beta)**: 5.641 / 6.118 eV
**Charge**: +3
**2S+1**: 4
**Expectation value of S²**: 3.90

Mulliken atomic charge list, values in e, 4 entries:
1. I 0.624
2. I 0.374
3. Mn -0.911
4. P 1.264



Entry 2:
A 2-piece molecular cluster, C8H18I2Si overall in a non-equilibrium geometry. Source: the OMol25 dataset; level of theory: wB97M-V/def2-TZVPD.

Positions of all 29 atoms, in Å:
C1 -0.77 2.47 1.45
C2 -1.05 1.03 1.85
C3 -2.36 1.04 2.68
C4 0.12 0.39 2.57
Si1 -1.46 0.05 0.24
I1 -3.41 1.10 -0.95
I2 -1.99 -2.31 0.60
H1 0.17 2.44 1.11
H2 -1.43 2.83 0.81
H3 -0.74 2.98 2.43
H4 -3.30 1.35 2.32
H5 -2.08 1.58 3.62
H6 -2.65 -0.01 3.19
H7 1.10 0.50 1.94
H8 0.11 0.91 3.46
H9 -0.13 -0.70 2.59
H10 -0.27 -0.07 -0.80
C5 0.34 -1.02 -3.19
C6 1.49 -1.12 -2.52
C7 2.71 -0.38 -2.72
C8 1.62 -2.36 -1.58
H11 0.17 -0.19 -3.70
H12 -0.44 -1.80 -3.14
H13 3.34 -0.19 -1.78
H14 2.62 0.65 -3.03
H15 3.39 -0.86 -3.42
H16 0.64 -2.69 -1.21
H17 1.93 -3.35 -2.10
H18 2.31 -2.27 -0.71

**SMILES**: CC(C)(C)[SiH](I)I.C=C(C)C
**Frontier orbital gap**: 9.284 eV
**Charge**: 0

Mulliken atomic charge list, values in e, 4 entries:
1. C -1.986
2. C 1.204
3. C -1.440
4. C -1.491



Entry 3:
C8H18N2 in the gas phase in a non-equilibrium geometry. Source: the OMol25 dataset; level of theory: wB97M-V/def2-TZVPD.

Positions of all 28 atoms, in Å:
H1 1.64 -0.78 2.91
N1 0.72 -0.56 3.28
C1 -0.08 -0.13 2.35
N2 -1.34 0.19 2.78
C2 0.36 -0.05 0.78
C3 0.81 -1.45 0.35
C4 1.54 0.93 0.72
C5 -0.85 0.45 -0.02
C6 -0.85 0.39 -1.64
C7 -1.21 -0.98 -2.19
C8 0.38 0.96 -2.33
H2 -1.81 0.96 2.33
H3 -1.39 0.23 3.80
H4 1.58 -1.86 1.02
H5 1.26 -1.45 -0.65
H6 -0.03 -2.16 0.36
H7 2.04 0.93 -0.25
H8 2.32 0.66 1.44
H9 1.22 1.95 0.96
H10 -1.75 -0.10 0.27
H11 -1.03 1.50 0.23
H12 -1.68 1.05 -1.91
H13 -0.39 -1.70 -2.10
H14 -1.46 -0.91 -3.26
H15 -2.08 -1.40 -1.68
H16 0.64 1.95 -1.93
H17 1.25 0.30 -2.22
H18 0.20 1.08 -3.40

**SMILES**: [H]/N=C(/N)C(C)(C)CC(C)C
**Frontier orbital gap**: 9.737 eV
**Charge**: 0

Mulliken atomic charge list, values in e, 4 entries:
1. H 0.248
2. N -0.862
3. C 0.164
4. N -0.417



Entry 4:
A 2-piece molecular cluster, C8H18N2O overall in a non-equilibrium geometry. Source: the OMol25 dataset; level of theory: wB97M-V/def2-TZVPD.

Positions of all 29 atoms, in Å:
C1 -1.90 -0.52 -2.66
C2 -1.40 0.69 -2.70
C3 -2.22 1.92 -2.30
C4 1.29 -2.62 2.13
C5 2.71 -0.22 0.89
C6 0.63 -1.24 1.85
C7 1.13 -0.41 0.72
C8 0.53 0.87 0.61
N1 -1.75 1.68 0.78
N2 -0.95 0.94 0.28
O1 0.74 1.75 -0.32
H1 -1.34 -1.33 -3.16
H2 -3.06 -0.77 -2.63
H3 -1.44 2.43 -1.84
H4 -3.00 1.74 -1.70
H5 -2.49 2.45 -3.21
H6 0.66 -3.32 2.80
H7 2.35 -2.51 2.56
H8 1.40 -3.14 1.09
H9 3.11 0.47 0.29
H10 3.03 -0.09 1.98
H11 3.16 -1.19 0.62
H12 -0.46 -1.32 1.80
H13 0.91 -0.57 2.64
H14 1.04 -0.83 -0.26
H15 0.46 1.28 1.74
H16 -1.52 2.08 1.65
H17 -1.20 0.78 -0.66
H18 -0.42 1.00 -2.95

**Frontier orbital gap (alpha / beta)**: 9.124 / 9.124 eV
**Charge**: 0

Mulliken atomic charge list, values in e, 4 entries:
1. C -0.435
2. C -0.109
3. C -1.427
4. C -1.076



One value per record, in order, for relative energy (zero: lowest compared OMol25 entry of this formula, charge and spin): 155.5; 153.4; 9.4; 563.4 kJ/mol.
One value per record, in order, for E: -2948.6755; -1200.4770; -425.1274; -500.1488 Ha.